[1]
ORCA calculation (ωB97M-V with the def2-TZVPD basis set) on the ion C30H31F2N2O3 with charge -1.

Output
Energy, Ha: -1696.63486
Total charge: -1
Highest occupied orbital energy, eV: -3.46

```
68
C30H31F2N2O3, DFT ωB97M-V with the def2-TZVPD basis set
C 4.294 0.450 -3.672
C 2.859 -0.029 -3.604
C 2.020 0.820 -4.570
C 2.784 -1.484 -4.063
C 2.281 0.094 -2.136
C 1.046 0.675 -1.800
C 0.492 0.522 -0.489
C -1.013 0.741 -0.109
C -1.109 1.760 1.057
C -0.104 2.303 1.852
C -0.467 2.752 3.141
F 0.529 2.982 4.094
C -1.791 2.838 3.555
C -2.752 2.656 2.563
F -4.072 2.760 2.909
C -2.416 2.220 1.287
C 1.352 0.154 0.516
C 2.561 -0.478 0.315
C 3.292 -1.212 1.465
C 3.219 -2.737 1.225
C 2.651 -0.914 2.817
C 4.767 -0.778 1.509
C 3.022 -0.610 -1.069
O 4.029 -1.315 -1.348
H 4.913 -0.157 -3.036
H 4.639 0.357 -4.688
H 4.370 1.484 -3.370
H 0.967 0.488 -4.618
H 2.054 1.889 -4.295
H 2.451 0.718 -5.577
H 1.764 -1.858 -4.033
H 3.150 -1.555 -5.078
H 3.404 -2.094 -3.422
H 0.494 1.187 -2.609
H -1.549 1.086 -0.950
H 0.976 2.330 1.629
H -2.064 3.145 4.560
H -3.195 2.083 0.549
H 0.989 0.215 1.540
H 3.705 -2.980 0.280
H 3.724 -3.253 2.045
H 2.172 -3.048 1.189
H 2.669 0.160 3.025
H 1.622 -1.283 2.869
H 3.228 -1.415 3.599
H 4.819 0.300 1.673
H 5.261 -1.300 2.331
H 5.252 -1.029 0.564
C -1.723 -1.447 -1.097
C -1.967 -0.458 0.147
C -1.284 -1.037 1.325
N -0.745 -1.475 2.256
C -3.510 -0.480 0.461
C -4.480 -0.428 -0.557
C -5.810 -0.092 -0.263
C -6.227 0.120 1.050
N -7.463 0.774 1.330
O -7.781 0.930 2.536
O -8.162 1.130 0.348
C -5.353 -0.245 2.088
C -4.014 -0.557 1.796
H -2.444 -1.241 -1.906
H -0.695 -1.251 -1.433
H -1.830 -2.505 -0.794
H -4.226 -0.575 -1.620
H -6.527 0.154 -1.058
H -5.690 -0.138 3.107
H -3.362 -0.825 2.660
```

---

[2]
ORCA calculation (ωB97M-V with the def2-TZVPD basis set) on a structure of composition C26H16Cl2I2NORb.

Output
Energy, Ha: -2670.25690
Total charge: -2
ΔE to the lowest compared entry with this formula, charge and spin, kcal/mol: 1.1
Highest occupied orbital energy, eV: -0.51

```
49
C26H16Cl2I2NORb, DFT ωB97M-V with the def2-TZVPD basis set
Rb 0.151 -0.412 -1.360
Cl -7.094 -0.926 1.727
C -5.685 -0.840 0.674
C -5.847 -0.485 -0.634
C -4.753 -0.402 -1.499
I -5.071 0.145 -3.484
C -3.416 -0.676 -1.113
O -2.422 -0.604 -1.863
C -3.282 -1.061 0.313
N -2.024 -1.324 0.741
C -1.820 -1.636 1.995
C -2.862 -1.733 2.936
C -4.141 -1.485 2.530
C -4.396 -1.132 1.186
H -6.840 -0.263 -1.003
H -0.790 -1.807 2.293
H -2.641 -1.992 3.964
H -4.968 -1.544 3.225
I 2.527 -0.756 1.762
C 2.655 1.253 2.350
C 3.580 1.565 3.306
C 3.699 2.907 3.738
C 2.891 3.866 3.203
C 1.928 3.546 2.209
C 1.088 4.549 1.665
C 0.165 4.206 0.717
C 0.052 2.865 0.274
C 0.831 1.817 0.734
C 1.780 2.204 1.737
H 4.214 0.796 3.726
H 4.432 3.162 4.495
H 2.973 4.898 3.533
H 1.191 5.572 2.012
H -0.485 4.971 0.300
H -0.710 2.674 -0.485
Cl 0.585 -1.161 -5.107
C 1.689 -2.081 -4.079
C 1.592 -3.454 -4.090
C 2.386 -4.243 -3.259
C 3.260 -3.566 -2.392
C 3.367 -2.197 -2.384
C 2.625 -1.334 -3.278
C 2.770 0.037 -3.290
H 0.859 -3.910 -4.746
H 2.292 -5.320 -3.254
H 3.866 -4.136 -1.692
H 4.050 -1.717 -1.690
H 2.242 0.660 -3.997
H 3.503 0.505 -2.645
```

---

> Number 2 is which compound?

C26H16Cl2I2NORb

---

> Which of these has the highest energy?

C30H31F2N2O3

---

What did the second record say?
ORCA calculation (ωB97M-V with the def2-TZVPD basis set) on a structure of composition C26H16Cl2I2NORb.

Output
Energy, Ha: -2670.25690
Total charge: -2
ΔE to the lowest compared entry with this formula, charge and spin, kcal/mol: 1.1
Highest occupied orbital energy, eV: -0.51

```
49
C26H16Cl2I2NORb, DFT ωB97M-V with the def2-TZVPD basis set
Rb 0.151 -0.412 -1.360
Cl -7.094 -0.926 1.727
C -5.685 -0.840 0.674
C -5.847 -0.485 -0.634
C -4.753 -0.402 -1.499
I -5.071 0.145 -3.484
C -3.416 -0.676 -1.113
O -2.422 -0.604 -1.863
C -3.282 -1.061 0.313
N -2.024 -1.324 0.741
C -1.820 -1.636 1.995
C -2.862 -1.733 2.936
C -4.141 -1.485 2.530
C -4.396 -1.132 1.186
H -6.840 -0.263 -1.003
H -0.790 -1.807 2.293
H -2.641 -1.992 3.964
H -4.968 -1.544 3.225
I 2.527 -0.756 1.762
C 2.655 1.253 2.350
C 3.580 1.565 3.306
C 3.699 2.907 3.738
C 2.891 3.866 3.203
C 1.928 3.546 2.209
C 1.088 4.549 1.665
C 0.165 4.206 0.717
C 0.052 2.865 0.274
C 0.831 1.817 0.734
C 1.780 2.204 1.737
H 4.214 0.796 3.726
H 4.432 3.162 4.495
H 2.973 4.898 3.533
H 1.191 5.572 2.012
H -0.485 4.971 0.300
H -0.710 2.674 -0.485
Cl 0.585 -1.161 -5.107
C 1.689 -2.081 -4.079
C 1.592 -3.454 -4.090
C 2.386 -4.243 -3.259
C 3.260 -3.566 -2.392
C 3.367 -2.197 -2.384
C 2.625 -1.334 -3.278
C 2.770 0.037 -3.290
H 0.859 -3.910 -4.746
H 2.292 -5.320 -3.254
H 3.866 -4.136 -1.692
H 4.050 -1.717 -1.690
H 2.242 0.660 -3.997
H 3.503 0.505 -2.645
```

---

> Which of these has the highest total charge?

C30H31F2N2O3